An isolated molecule of C5H9NO, computed with wB97M-V/def2-TZVPD.

Values from the calculation:
E_HOMO   -0.374 Ha
DFT total energy   -325.87904 a.u.
Frontier orbital gap   11.1790 eV
SMILES   [H]/N=C1/CCCCO1

Each line ends with the Löwdin charge.
Cartesian coordinates (Å):
H 0.432 -1.243 -0.814  0.1196
N -0.087 0.612 -2.490  0.1656
C 0.199 0.684 1.212  -0.1839
C 0.546 1.211 -0.190  -0.1118
H 0.318 2.277 -0.274  0.1201
H -0.671 -0.016 -3.044  0.0706
H -0.519 -1.185 2.067  0.1100
O -1.305 -0.297 -0.676  -0.0571
H 0.924 1.042 1.950  0.1105
H 1.621 1.104 -0.397  0.1247
C -0.425 -1.286 -0.127  -0.2014
H 1.089 -1.325 1.346  0.1147
C -0.303 0.520 -1.252  -0.4622
C 0.105 -0.854 1.232  -0.1619
H -0.845 -2.287 -0.209  0.1302
H -0.776 1.092 1.490  0.1122


An isolated molecule of C3H5NOS, computed with wB97M-V/def2-TZVPD.

Values from the calculation:
E_HOMO   -0.329 Ha
DFT total energy   -645.38843 a.u.
Frontier orbital gap   9.4358 eV
SMILES   C=C/N=C/OS

Each line ends with the Löwdin charge.
Cartesian coordinates (Å):
C 1.020 -0.724 -0.431  -0.2533
O -2.041 0.996 -0.085  -0.5043
C 2.039 -0.121 0.193  0.0005
H 2.076 0.697 0.852  0.0270
H -0.214 1.770 -0.445  0.1817
C -0.764 0.741 -0.335  -0.3553
H 3.096 -0.379 0.335  0.0513
H 1.142 -1.585 -1.114  0.1112
H -2.975 -0.619 1.369  -0.0457
S -3.083 -0.349 -0.086  0.7746
N -0.295 -0.427 -0.254  0.0122


A cluster of 3 separate species, C29H47F7N6O7P2 in total, computed with wB97M-V/def2-TZVPD.

Values from the calculation:
E_HOMO   -0.291 Ha
DFT total energy   -3369.98932 a.u.
Frontier orbital gap   6.6832 eV
SMILES   O=C(O)Cc1c2c(c(COC(F)(F)F)c(CCF)c1C(F)(F)F)C(=O)C=CC2=O.CN(C)P(=O)(N(C)C)N(C)C.CN(C)P(=O)(N(C)C)N(C)C

Each line ends with the Löwdin charge.
Cartesian coordinates (Å):
F -1.426 2.172 1.160  0.0852
H 5.337 -6.136 0.055  0.0700
H 5.691 -4.963 -2.645  0.0563
N 3.747 -7.350 -2.778  -0.3274
C -7.242 3.893 -0.046  -0.1467
H -8.396 -0.407 3.166  0.0883
H 1.694 -6.691 0.748  0.0745
C -0.688 6.183 0.093  -0.4563
O 0.176 5.477 -3.011  0.1089
P 2.918 -6.105 -1.947  0.7461
H -3.550 0.503 2.010  0.0845
N 3.916 -4.764 -1.510  -0.3473
C -0.364 2.766 1.835  -0.4686
C 1.210 5.289 -2.422  -0.3053
C -6.964 1.543 -0.218  -0.1358
H 5.437 -3.388 -1.980  0.0694
C 0.469 3.943 -0.265  -0.0305
H -6.972 0.075 4.100  0.0800
H -2.600 6.229 0.435  0.1127
C 4.910 -4.233 -2.432  -0.1145
H 4.914 1.825 0.790  0.1331
H 3.516 0.963 1.847  0.1067
H 4.009 -5.569 1.087  0.0798
P -6.486 2.746 2.280  0.7484
F 5.620 -1.036 -0.963  0.1144
H -4.016 0.959 4.209  0.0822
H -6.985 0.573 0.279  0.0681
C 2.066 2.349 0.793  -0.0613
H 5.452 -8.536 -3.076  0.0799
N 3.439 -6.937 -0.447  -0.2945
N -5.257 1.577 2.613  -0.3486
C 3.799 4.021 -2.409  -0.2941
H 3.326 -7.211 -4.857  0.0809
C -4.600 1.828 3.894  -0.1420
F -0.096 1.958 2.895  0.1234
H -9.042 3.082 3.285  0.0777
C 0.762 2.981 0.817  0.0218
O 2.332 -5.437 -3.193  -0.3094
H 2.399 7.174 -3.180  0.1271
H 5.696 -7.228 -1.955  0.0672
F 5.826 0.337 -2.690  0.1461
H 2.565 -3.139 -1.771  0.0837
C -0.899 4.688 -0.401  -0.0249
H 4.651 -7.211 1.239  0.0864
H 0.909 -0.161 2.452  0.1156
C 2.278 -7.485 0.270  -0.1523
C -8.708 2.106 3.652  -0.1487
C 2.467 6.114 -2.856  0.0342
H 1.621 -8.018 -0.425  0.0764
H 4.474 -3.897 -3.378  0.0878
C 3.129 -3.650 -0.981  -0.1429
H 4.622 6.019 -3.165  0.1224
H -8.000 3.815 -0.831  0.0797
C 1.450 4.264 -1.294  0.0007
F -0.803 3.958 2.374  0.1252
H -7.553 4.709 0.606  0.0703
H 3.770 -2.921 -0.480  0.0679
C 3.089 2.668 -0.222  -0.0224
H -8.283 2.246 4.652  0.0755
C 2.783 3.622 -1.278  0.0301
C 3.119 -7.858 -3.994  -0.1482
H -5.347 2.009 4.676  0.0744
H -9.596 1.475 3.732  0.0785
C 5.181 -7.494 -2.878  -0.1387
C -4.241 1.257 1.622  -0.1229
F 6.704 0.839 -0.657  0.1485
H -6.286 4.168 -0.512  0.0777
H 2.038 -7.928 -3.870  0.0693
H -6.026 1.628 -0.780  0.0804
H 5.214 2.791 -0.676  0.1341
C 3.680 5.511 -2.872  0.0232
C 5.660 0.292 -1.332  -0.6068
O -5.507 3.886 1.982  -0.3187
C 2.450 1.283 1.859  -0.0884
C 1.582 -0.025 1.560  -0.1608
H -1.319 4.645 -1.437  0.1356
H -4.678 0.801 0.734  0.0598
H 2.413 -4.009 -0.234  0.0740
O 0.367 6.734 0.140  0.1350
C 4.397 -6.423 0.522  -0.1370
O -1.837 6.829 0.531  0.0943
H 2.585 -8.205 1.033  0.0770
H -1.692 4.270 0.271  0.1054
H -6.840 -0.372 2.387  0.0702
N -7.721 1.528 2.728  -0.2922
H 5.593 -6.890 -3.695  0.0804
H 3.473 -8.867 -4.224  0.0779
H -3.940 2.701 3.850  0.0787
F 2.376 -1.176 1.438  -0.0599
O 4.580 3.257 -2.908  0.1236
N -7.137 2.644 0.702  -0.3261
H -7.779 1.516 -0.947  0.0817
H 2.252 1.673 2.894  0.1236
C -7.453 0.150 3.118  -0.1350
H -3.659 2.130 1.320  0.0632
H 0.911 0.167 0.688  0.1276
C 4.508 2.033 -0.237  -0.1199
O 4.433 0.850 -1.061  0.0452


An isolated molecule of C8H9NO2, computed with wB97M-V/def2-TZVPD.

Values from the calculation:
E_HOMO   -0.311 Ha
DFT total energy   -515.27587 a.u.
Frontier orbital gap   9.2584 eV
SMILES   CO/C=C1\[C@@H]2[C@@H]3C=C[C@H]1ON23

Each line ends with the Löwdin charge.
Cartesian coordinates (Å):
C -0.520 2.822 -0.252  -0.0568
H 0.396 2.670 -0.879  0.1163
H -0.374 2.482 0.749  0.0513
N 0.687 -1.096 1.700  -0.0053
C -1.566 0.731 -0.622  -0.0683
C 1.480 -1.492 -0.640  -0.0445
H -0.941 3.884 -0.108  0.1208
C 0.265 -1.920 -0.946  -0.0052
H -1.709 -2.149 0.085  0.1635
H -2.112 0.067 -1.280  0.1243
C 0.505 0.107 1.020  -0.2165
H -0.117 -2.405 -1.797  0.0958
C -0.716 -0.016 0.217  -0.0729
O -0.291 -2.022 1.362  -0.0337
C -0.763 -1.584 0.115  -0.2729
H 2.596 -0.345 0.889  0.1317
H 0.674 0.862 1.748  0.1374
O -1.549 2.065 -0.933  -0.1312
C 1.667 -0.799 0.626  -0.1350
H 2.388 -1.861 -1.054  0.1012


A structure of composition C17H28F14Li2N3O19S9, computed with wB97M-V/def2-TZVPD.

Values from the calculation:
E_HOMO   -0.221 Ha
DFT total energy   -7254.96530 a.u.
Frontier orbital gap   2.9636 eV
Charge   -1

Each line ends with the Löwdin charge.
Cartesian coordinates (Å):
S 10.393 -8.456 2.205  0.5418
S 9.369 0.599 5.138  0.4473
N 3.737 1.514 -0.430  -0.3017
H -4.341 1.862 -7.093  0.1682
F -2.911 2.443 -8.238  0.1160
H 0.360 -4.684 3.669  0.0969
H -1.565 -3.436 -5.486  0.1664
F 2.636 3.550 -0.332  -0.2767
O 8.762 -7.177 0.063  -0.3198
O 10.816 0.882 5.194  -0.2779
H -2.941 11.456 -0.795  0.1121
F 9.397 -0.071 3.621  -0.2980
C -8.195 -1.154 -0.226  -0.2196
C -7.070 -1.997 0.370  -0.2238
O 1.779 -2.958 5.089  -0.3550
O -5.974 9.362 -3.466  -0.3433
H -1.670 -0.360 -8.481  0.1351
H -5.288 11.430 -0.548  0.0986
S 8.336 -8.185 1.007  0.3818
O 2.238 -0.684 -1.426  -0.2826
H 0.903 -3.750 8.055  0.1075
F -4.201 0.784 -8.823  0.0638
H -3.950 8.119 -2.388  0.0990
O -1.053 -1.229 -6.694  -0.0151
Li 7.596 2.761 0.781  0.9615
H -5.494 -1.094 -0.854  0.1208
C -5.000 11.043 -1.525  -0.2225
C -0.529 -5.323 6.976  -0.2352
S 2.518 2.147 -1.195  0.3973
H -5.427 1.003 0.432  0.0983
H -1.574 -6.208 5.175  0.1069
F 0.325 -3.470 -5.722  0.1192
O 10.854 -9.244 1.064  -0.3003
O 11.232 -7.481 2.765  -0.2726
C -2.847 0.421 -6.862  -0.4405
H -4.920 -1.643 0.660  0.1125
H -5.128 11.916 -2.165  0.1031
C -3.498 10.653 -1.279  -0.2259
H -2.359 8.914 -0.739  0.1150
C -6.063 0.198 0.799  -0.2149
S 1.511 -4.245 5.692  0.6916
H -8.409 -1.242 -1.291  0.1014
O -7.480 1.336 -1.136  -0.3584
H -9.100 -1.400 0.329  0.0949
O 8.755 -0.594 5.653  -0.2754
H -0.301 -3.297 6.938  0.0888
H -7.102 -2.979 -0.102  0.1164
C -0.963 -5.347 5.449  -0.1570
C -4.411 8.428 -1.450  -0.2211
F -2.419 -2.697 -7.881  0.1850
H 0.950 -6.095 4.422  0.1007
O -8.623 1.076 1.196  -0.3552
N 8.350 1.644 4.689  -0.3218
H -0.057 -6.251 7.300  0.1076
C -3.589 1.416 -7.745  -0.3033
S -5.796 9.494 -2.005  0.7264
H -1.365 -5.353 7.674  0.1056
O 2.608 -5.131 6.122  -0.3343
F 6.833 -7.811 1.301  -0.2125
H -4.810 7.492 -1.057  0.1080
Li 4.678 1.105 3.428  0.9467
C -1.208 -2.528 -7.402  -0.4647
H -6.093 0.293 1.885  0.1010
O -6.951 9.284 -1.106  -0.3569
H -3.591 9.200 0.393  0.1134
C -1.471 -0.083 -7.446  -0.0423
F 4.555 -0.950 -0.638  -0.2738
F -0.297 -2.575 -8.422  0.1301
S 8.723 2.723 5.999  0.5605
H -3.068 10.685 -2.280  0.1091
O 8.750 2.077 7.302  -0.2812
N 8.755 -8.043 2.434  -0.2663
O 8.178 -9.509 0.363  -0.3412
C 0.393 -4.107 7.161  -0.2131
F 10.423 -9.632 3.276  -0.2109
C -5.791 -1.183 0.191  -0.2247
S 3.509 0.078 -1.478  0.6310
F 7.273 3.433 6.081  -0.2356
O 9.627 3.796 5.707  -0.2700
O 1.203 1.798 -0.801  -0.2732
C 0.395 -5.182 4.637  -0.2091
O 2.746 2.660 -2.552  -0.2883
F -3.712 -0.625 -6.623  0.1055
F -1.082 -4.886 -6.650  0.0779
F -2.542 0.939 -5.677  0.1404
C -3.392 9.255 -0.678  -0.2151
S -7.734 0.606 0.134  0.7347
O 4.231 0.068 -2.747  -0.2912
H -7.288 -2.132 1.430  0.1165
H -0.603 0.572 -7.365  0.1521
C -0.870 -3.578 -6.313  -0.2938
H -1.579 -4.452 5.364  0.1012


An isolated molecule of C3H5NO2, computed with wB97M-V/def2-TZVPD.

Values from the calculation:
E_HOMO (spin up / spin down)   -0.347 / -0.298 Ha
DFT total energy   -322.37016 a.u.
Frontier orbital gap (spin up / spin down)   8.7898 / 6.5202 eV

Each line ends with the Löwdin charge.
Cartesian coordinates (Å):
H -1.067 1.909 -1.269  0.0788
C -0.398 0.054 0.498  0.0759
C 0.886 -0.517 0.050  -0.2568
C -1.541 0.129 -0.355  -0.5494
O 1.839 -0.431 1.074  -0.0422
N -2.312 -0.640 -0.870  0.2021
H 1.197 -0.005 -0.876  0.1418
O -1.379 1.674 -0.378  -0.0360
H 2.624 -0.927 0.812  0.0988
H 0.643 -1.554 -0.241  0.1469
H -0.491 0.307 1.555  0.1401


Among the records above, which one has the lowest DFT total energy?
C17H28F14Li2N3O19S9


What is the DFT total energy in the second record?
-645.38843 a.u.


Which formula does entry 2 have?
C3H5NOS


What is the formula in the fifth record?
C17H28F14Li2N3O19S9